(1)
Below is 2 unconnected molecules or ions with the total composition CH6NS at a distorted geometry, with properties calculated with the ωB97M-V functional and the def2-TZVPD basis.

```
9
CH6NS | the OMol25 dataset | the ωB97M-V functional and the def2-TZVPD basis
S 1.132 -0.923 1.380
H 0.039 -1.265 2.067
H 1.843 -1.936 1.930
C -1.324 0.511 -1.907
N -1.089 1.560 -1.229
H -1.646 0.522 -2.941
H -1.373 -0.420 -1.352
H -0.950 1.500 -0.221
H -0.920 2.476 -1.645
```

Summary:
Largest force on an atom = 1.18 eV Å⁻¹
Energy relative to the best compared isomer or geometry (same formula, charge and spin) = 0.478 eV
Charge = +1
Orbital gap = 7.09 eV
Electronic energy = -13451.6327 eV

(2)
Below is a molecular structure, CH6Na6O6 at a distorted geometry, with properties calculated with the ωB97M-V functional and the def2-TZVPD basis.

```
19
CH6Na6O6 | the OMol25 dataset | the ωB97M-V functional and the def2-TZVPD basis
Na 2.705 -7.316 -3.410
Na 3.634 -8.127 -0.496
Na -0.154 -8.179 -0.112
Na -1.591 -5.181 1.031
Na 1.649 -5.669 1.493
Na -1.851 -5.632 -2.368
C 0.982 -5.926 -1.412
O 2.175 -6.018 -1.068
O 0.111 -5.669 -0.581
O 0.648 -6.204 -2.558
O 0.295 -4.313 -4.397
H 0.476 -4.951 -3.706
H 0.844 -3.560 -4.178
O 0.159 -2.669 -0.990
H -0.618 -3.196 -0.803
H 0.893 -3.215 -0.710
O 4.432 -4.323 -1.233
H 3.702 -4.927 -1.370
H 4.921 -4.699 -0.501
```

Summary:
Largest force on an atom = 6.62 eV Å⁻¹
Spin multiplicity = 2
Charge = +3
Orbital gap (alpha / beta) = 4.34 / 7.58 eV
Electronic energy = -39895.3099 eV

(3)
Below is 3 unconnected molecules or ions with the total composition CH6O2 at a distorted geometry, with properties calculated with the ωB97M-V functional and the def2-TZVPD basis.

```
9
CH6O2 | the OMol25 dataset | the ωB97M-V functional and the def2-TZVPD basis
H -0.173 -1.106 0.038
H -0.616 -1.686 -0.168
C 0.671 -0.208 1.019
O 1.214 0.531 0.239
H -0.227 0.157 1.550
H 1.167 -0.972 1.638
O -0.934 0.769 -1.463
H -1.017 1.643 -1.860
H -0.084 0.870 -0.993
```

Summary:
Largest force on an atom = 3.77 eV Å⁻¹
Energy relative to the best compared isomer or geometry (same formula, charge and spin) = 2.246 eV
Orbital gap = 10.58 eV
SMILES string = [H][H].C=O.O
Electronic energy = -5226.6449 eV

(4)
Below is 2 unconnected molecules or ions with the total composition CH6O2 at a distorted geometry, with properties calculated with the ωB97M-V functional and the def2-TZVPD basis.

```
9
CH6O2 | the OMol25 dataset | the ωB97M-V functional and the def2-TZVPD basis
C 0.973 0.459 -0.050
O -0.357 0.857 0.210
H 1.178 0.165 -1.093
H 1.171 -0.406 0.605
H 1.661 1.275 0.228
H -0.632 1.470 -0.503
O -1.724 -1.274 0.122
H -1.072 -0.565 -0.078
H -1.197 -1.981 0.559
```

Summary:
Largest force on an atom = 1.62 eV Å⁻¹
Energy relative to the best compared isomer or geometry (same formula, charge and spin) = 0.296 eV
Orbital gap = 11.22 eV
SMILES string = CO.O
Electronic energy = -5228.5942 eV

(5)
Below is 2 unconnected molecules or ions with the total composition CH6O2 at a distorted geometry, with properties calculated with the ωB97M-V functional and the def2-TZVPD basis.

```
9
CH6O2 | the OMol25 dataset | the ωB97M-V functional and the def2-TZVPD basis
C 1.183 -0.907 0.615
O -0.045 -0.418 1.173
H 2.029 -0.424 1.089
H 1.183 -1.991 0.762
H 1.122 -0.835 -0.475
H 0.106 0.369 1.660
O -1.809 1.801 -1.611
H -2.301 1.276 -2.226
H -1.468 1.128 -0.986
```

Summary:
Largest force on an atom = 1.38 eV Å⁻¹
Energy relative to the best compared isomer or geometry (same formula, charge and spin) = 0.267 eV
Orbital gap = 11.41 eV
SMILES string = CO.O
Electronic energy = -5228.6241 eV

(6)
Below is 2 unconnected molecules or ions with the total composition CH6O2 at a distorted geometry, with properties calculated with the ωB97M-V functional and the def2-TZVPD basis.

```
9
CH6O2 | the OMol25 dataset | the ωB97M-V functional and the def2-TZVPD basis
C -0.245 -0.347 -0.986
O 1.026 0.152 -1.190
H -0.083 -1.343 -0.649
H -0.824 0.264 -0.253
H -0.638 -0.412 -1.982
H 1.163 1.109 -1.066
O -0.416 0.053 1.946
H -0.381 0.992 2.256
H 0.398 -0.469 1.924
```

Summary:
Largest force on an atom = 3.20 eV Å⁻¹
Energy relative to the best compared isomer or geometry (same formula, charge and spin) = 0.638 eV
Orbital gap = 10.67 eV
SMILES string = CO.O
Electronic energy = -5228.2523 eV

(7)
Below is CH6O2P2 in the gas phase at a distorted geometry, with properties calculated with the ωB97M-V functional and the def2-TZVPD basis.

```
11
CH6O2P2 | the OMol25 dataset | the ωB97M-V functional and the def2-TZVPD basis
C 1.514 0.222 -0.209
O -0.017 -0.356 1.640
O 0.414 0.667 -0.782
P -1.156 0.314 0.944
P -0.704 -0.388 -1.495
H 1.801 -0.773 -0.186
H 1.731 0.858 0.658
H -1.193 1.585 1.212
H -2.426 -0.105 1.693
H -0.076 -1.512 -0.797
H 0.111 -0.511 -2.677
```

Summary:
Largest force on an atom = 5.03 eV Å⁻¹
Spin multiplicity = 3
Orbital gap (alpha / beta) = 7.63 / 8.43 eV
Electronic energy = -23801.4519 eV

(8)
Below is a molecular structure, CH6O4 at a distorted geometry, with properties calculated with the ωB97M-V functional and the def2-TZVPD basis.

```
11
CH6O4 | the OMol25 dataset | the ωB97M-V functional and the def2-TZVPD basis
O 1.868 -0.833 -0.119
C 1.460 0.288 0.223
O 2.110 1.431 -0.437
H 1.603 0.592 1.290
H 2.805 1.042 -0.989
H -2.453 -0.496 0.177
H 0.394 0.547 -0.173
O -2.625 -1.416 0.819
H -2.665 1.207 -0.822
H -2.522 -2.188 0.250
O -2.135 0.527 -0.392
```

Summary:
Largest force on an atom = 3.97 eV Å⁻¹
Energy relative to the best compared isomer or geometry (same formula, charge and spin) = 8.777 eV
Orbital gap = 3.96 eV
Electronic energy = -9316.1382 eV

(9)
Below is CH6P2S in the gas phase at a distorted geometry, with properties calculated with the ωB97M-V functional and the def2-TZVPD basis.

```
10
CH6P2S | the OMol25 dataset | the ωB97M-V functional and the def2-TZVPD basis
P 1.792 1.157 0.219
C 0.280 0.367 -0.305
S 0.053 -1.360 0.443
P -1.995 -1.439 0.103
H 1.276 1.118 1.422
H 2.668 0.135 0.434
H -0.508 1.033 0.062
H 0.160 0.420 -1.320
H -1.708 -1.411 -1.250
H -2.018 -0.021 0.192
```

Summary:
Largest force on an atom = 3.05 eV Å⁻¹
Energy relative to the best compared isomer or geometry (same formula, charge and spin) = 0.997 eV
Orbital gap = 9.99 eV
SMILES string = PCSP
Electronic energy = -30545.4012 eV

(10)
Below is CH6P2S in the gas phase at a distorted geometry, with properties calculated with the ωB97M-V functional and the def2-TZVPD basis.

```
10
CH6P2S | the OMol25 dataset | the ωB97M-V functional and the def2-TZVPD basis
H -2.251 1.649 1.165
P -1.985 0.936 -0.060
S -0.337 0.056 0.744
C -0.154 -1.473 -0.183
P 1.829 0.796 0.046
H 0.893 -1.372 -0.142
H -0.484 -2.387 0.189
H -0.341 -1.499 -1.314
H 1.437 1.949 0.779
H 1.394 1.345 -1.223
```

Summary:
Largest force on an atom = 3.08 eV Å⁻¹
Energy relative to the best compared isomer or geometry (same formula, charge and spin) = 2.165 eV
Orbital gap = 6.79 eV
SMILES string = [H]/P=S(/C)#[PH2]
Electronic energy = -30544.2325 eV

(11)
Below is 2 unconnected molecules or ions with the total composition CH6S at a distorted geometry, with properties calculated with the ωB97M-V functional and the def2-TZVPD basis.

```
8
CH6S | the OMol25 dataset | the ωB97M-V functional and the def2-TZVPD basis
C -0.346 0.969 -4.162
H 0.677 1.328 -4.104
H -1.010 1.678 -3.686
H -0.440 0.049 -3.578
H -0.674 0.734 -5.172
S 0.193 -0.451 2.372
H -0.990 -1.193 1.885
H 0.812 -1.345 1.667
```

Summary:
Largest force on an atom = 3.10 eV Å⁻¹
Energy relative to the best compared isomer or geometry (same formula, charge and spin) = 0.353 eV
Orbital gap = 10.58 eV
SMILES string = C.S
Electronic energy = -11969.0031 eV

(12)
Below is 2 unconnected molecules or ions with the total composition CH6S2 at a distorted geometry, with properties calculated with the ωB97M-V functional and the def2-TZVPD basis.

```
9
CH6S2 | the OMol25 dataset | the ωB97M-V functional and the def2-TZVPD basis
C 1.442 -1.766 -0.599
S 1.439 0.098 -0.945
H 2.366 -2.095 -1.135
H 0.452 -2.208 -0.937
H 1.547 -1.892 0.478
H 2.794 0.405 -0.654
S -2.200 0.847 1.071
H -2.105 -0.394 1.768
H -1.535 1.665 2.065
```

Summary:
Largest force on an atom = 2.31 eV Å⁻¹
Energy relative to the best compared isomer or geometry (same formula, charge and spin) = 0.765 eV
Orbital gap = 9.63 eV
SMILES string = CS.S
Electronic energy = -22803.8652 eV

(13)
Below is 2 unconnected molecules or ions with the total composition CH6S3, with properties calculated with the ωB97M-V functional and the def2-TZVPD basis.

```
10
CH6S3 | the OMol25 dataset | the ωB97M-V functional and the def2-TZVPD basis
C -2.201 -1.439 -0.173
S -0.405 -1.694 0.042
S 0.451 -0.611 -1.439
H -2.566 -1.200 0.813
H -2.643 -2.347 -0.551
H -2.338 -0.599 -0.850
H 0.416 0.635 -0.920
S 2.894 2.765 1.502
H 3.442 1.548 1.390
H 2.951 2.942 0.187
```

Summary:
Largest force on an atom = 0.79 eV Å⁻¹
Energy relative to the best compared isomer or geometry (same formula, charge and spin) = 0.118 eV
Orbital gap = 9.56 eV
SMILES string = CSS.S
Electronic energy = -33639.7769 eV

(14)
Below is 2 unconnected molecules or ions with the total composition CH6S3 at a distorted geometry, with properties calculated with the ωB97M-V functional and the def2-TZVPD basis.

```
10
CH6S3 | the OMol25 dataset | the ωB97M-V functional and the def2-TZVPD basis
C 1.216 -0.377 -0.742
S 0.231 -1.753 -1.299
S -0.470 -2.486 0.503
H 2.128 -0.511 -0.161
H 1.504 0.081 -1.698
H 0.701 0.433 -0.221
H 0.684 -3.124 0.874
S -1.455 2.933 0.910
H -2.417 2.570 0.026
H -2.123 2.234 1.809
```

Summary:
Largest force on an atom = 1.78 eV Å⁻¹
Energy relative to the best compared isomer or geometry (same formula, charge and spin) = 0.207 eV
Orbital gap = 9.62 eV
SMILES string = CSS.S
Electronic energy = -33639.6880 eV

(15)
Below is 2 unconnected molecules or ions with the total composition CH6S4Si at a distorted geometry, with properties calculated with the ωB97M-V functional and the def2-TZVPD basis.

```
12
CH6S4Si | the OMol25 dataset | the ωB97M-V functional and the def2-TZVPD basis
C -1.392 -1.256 0.669
Si 1.284 0.017 0.084
S -0.365 2.436 -0.331
S 1.133 -0.985 -1.764
S 3.294 0.381 0.792
S 0.134 -1.024 1.614
H -1.765 -0.298 0.172
H -2.412 -1.513 1.261
H -1.301 -1.974 -0.129
H -1.071 1.659 0.568
H 2.122 -0.299 -2.428
H 2.896 1.116 1.967
```

Summary:
Largest force on an atom = 3.89 eV Å⁻¹
Energy relative to the best compared isomer or geometry (same formula, charge and spin) = 1.574 eV
Orbital gap = 7.64 eV
Electronic energy = -52353.6335 eV

(16)
Below is CH7ClSi2 in the gas phase at a distorted geometry, with properties calculated with the ωB97M-V functional and the def2-TZVPD basis.

```
11
CH7ClSi2 | the OMol25 dataset | the ωB97M-V functional and the def2-TZVPD basis
C 0.194 1.274 -1.190
Si -0.148 -1.679 0.765
Si 1.047 -0.356 -0.625
Cl 2.782 0.115 0.313
H 0.759 1.519 -2.117
H -0.881 1.166 -1.354
H 0.304 2.223 -0.552
H -1.321 -2.193 0.146
H -0.555 -1.294 2.143
H 0.873 -2.642 0.984
H 1.192 -1.194 -2.018
```

Summary:
Largest force on an atom = 3.14 eV Å⁻¹
Energy relative to the best compared isomer or geometry (same formula, charge and spin) = 2.031 eV
Spin multiplicity = 3
Orbital gap (alpha / beta) = 5.10 / 6.51 eV
Electronic energy = -29422.6885 eV

(17)
Below is CH7FOSi2 in the gas phase at a distorted geometry, with properties calculated with the ωB97M-V functional and the def2-TZVPD basis.

```
12
CH7FOSi2 | the OMol25 dataset | the ωB97M-V functional and the def2-TZVPD basis
F 2.369 2.243 -0.257
C 1.328 1.462 -0.731
Si 0.824 0.082 0.562
O -0.343 -1.082 0.262
Si -1.850 -1.555 0.147
H 0.578 2.161 -0.837
H 1.737 1.249 -1.770
H 2.002 -0.642 0.978
H 0.043 0.934 1.578
H -2.652 -0.578 0.920
H -2.068 -1.393 -1.465
H -1.969 -2.879 0.612
```

Summary:
Largest force on an atom = 3.46 eV Å⁻¹
Energy relative to the best compared isomer or geometry (same formula, charge and spin) = 0.000 eV
Orbital gap = 11.20 eV
SMILES string = FC[SiH2]O[SiH3]
Electronic energy = -21670.9696 eV

(18)
Below is 2 unconnected molecules or ions with the total composition CH7N2O, with properties calculated with the ωB97M-V functional and the def2-TZVPD basis.

```
11
CH7N2O | the OMol25 dataset | the ωB97M-V functional and the def2-TZVPD basis
O 0.570 -1.831 -1.188
H 0.947 -2.715 -1.303
N -0.496 1.103 -0.784
C -0.327 1.004 0.665
N 0.131 -0.322 1.092
H -1.294 0.505 -0.974
H 0.264 0.545 -1.215
H -1.332 1.208 1.070
H 0.356 1.758 1.069
H 0.065 -0.932 0.252
H 1.115 -0.324 1.316
```

Summary:
Largest force on an atom = 0.71 eV Å⁻¹
Energy relative to the best compared isomer or geometry (same formula, charge and spin) = 0.345 eV
Charge = -1
Orbital gap = 7.61 eV
Electronic energy = -6177.9928 eV

(19)
Below is a molecular structure, CH7N2O2 at a distorted geometry, with properties calculated with the ωB97M-V functional and the def2-TZVPD basis.

```
12
CH7N2O2 | the OMol25 dataset | the ωB97M-V functional and the def2-TZVPD basis
C -0.305 0.578 0.302
N 1.926 -0.159 0.091
N -1.253 -1.096 -0.080
O -1.082 1.489 -0.157
O 0.822 0.531 -0.418
H -0.316 0.497 1.401
H 2.673 0.062 -0.695
H 2.139 0.238 1.024
H -0.333 -1.607 0.026
H -1.981 -1.388 0.602
H -1.617 -0.987 -1.098
H -0.672 1.842 -0.998
```

Summary:
Largest force on an atom = 3.18 eV Å⁻¹
Energy relative to the best compared isomer or geometry (same formula, charge and spin) = 4.307 eV
Charge = +1
Orbital gap = 11.43 eV
Electronic energy = -8216.1983 eV

(20)
Below is CH7N2O2P in the gas phase at a distorted geometry, with properties calculated with the ωB97M-V functional and the def2-TZVPD basis.

```
13
CH7N2O2P | the OMol25 dataset | the ωB97M-V functional and the def2-TZVPD basis
C -0.864 -1.024 0.082
N 0.226 -0.176 0.466
N -0.181 1.062 1.103
P 1.417 0.328 -0.727
O 2.491 0.974 0.385
O 2.162 -1.018 -0.975
H -0.637 -1.993 0.470
H -1.761 -0.671 0.528
H -1.071 -1.204 -1.047
H -0.342 0.876 2.090
H -1.109 1.422 0.751
H 2.030 1.155 1.303
H 2.402 -1.203 -0.086
```

Summary:
Largest force on an atom = 3.15 eV Å⁻¹
Energy relative to the best compared isomer or geometry (same formula, charge and spin) = 1.962 eV
Orbital gap = 9.52 eV
SMILES string = CN(N)P(O)O
Electronic energy = -17514.1854 eV